Formula: C11H16N
Source: the Open Molecules 2025 dataset
Level of theory: ωB97M-V/def2-TZVPD

CARTESIAN COORDINATES (ANGSTROEM)
C 3.42 -0.58 -2.03
C 2.28 -0.73 -2.87
C 3.15 -0.21 -0.70
C 1.01 -0.67 -2.32
C 1.91 -0.17 -0.16
C 0.79 -0.51 -0.93
C -0.45 -0.73 -0.39
C -1.19 0.74 1.75
C -1.81 -0.93 -1.02
C -2.32 0.45 2.76
C -0.85 2.05 1.33
N -0.68 -0.52 1.10
H 4.44 -0.72 -2.31
H 2.34 -0.67 -3.90
H 3.95 -0.08 0.05
H 0.25 -0.62 -3.00
H 1.73 0.05 0.96
H -1.85 -0.89 -2.09
H -2.37 0.03 -0.96
H -2.39 -1.90 -0.75
H -3.35 0.79 2.54
H -2.07 1.14 3.62
H -2.36 -0.67 2.89
H -0.97 2.65 2.23
H -1.51 2.62 0.78
H 0.08 2.06 0.73
H -1.45 -1.16 1.29
H 0.25 -0.82 1.40

Output
**ΔE to the lowest compared entry with this formula, charge and spin**: 5.5852 eV
**E_HOMO (alpha / beta)**: -0.3800 / -0.3611 Eh
**Total charge**: +1
**Kohn-Sham gap (alpha / beta)**: 0.169 / 0.131 Ha

natural (NBO) population analysis, charges in e, atoms 1 to 6:
1 C -0.143
2 C -0.179
3 C -0.208
4 C -0.151
5 C -0.184
6 C -0.154

Formula: C22H32PdS2Sb
Source: the Open Molecules 2025 dataset
Level of theory: ωB97M-V/def2-TZVPD

CARTESIAN COORDINATES (ANGSTROEM)
Pd -1.75 0.89 -0.57
S -3.28 -0.76 -0.13
C -3.32 -0.62 1.63
C -3.85 -1.71 2.32
C -3.95 -1.73 3.70
C -3.51 -0.63 4.42
C -2.97 0.46 3.75
C -2.87 0.51 2.36
S -2.22 1.98 1.64
H -4.18 -2.57 1.74
H -4.37 -2.59 4.21
H -3.56 -0.62 5.50
H -2.62 1.32 4.31
C 2.80 -3.08 0.62
C 1.67 -2.46 1.42
C 2.12 -2.10 2.83
Sb 0.53 -0.75 0.61
C 2.08 0.82 0.68
C 1.62 2.00 -0.18
C 3.54 0.46 0.40
C 0.49 -1.33 -1.51
C 1.76 -1.15 -2.34
C -0.07 -2.74 -1.60
H 3.22 -3.94 1.17
H 3.62 -2.38 0.45
H 2.47 -3.45 -0.35
H 0.88 -3.21 1.51
H 2.92 -1.36 2.81
H 2.50 -2.98 3.36
H 1.30 -1.69 3.42
H 2.01 1.14 1.73
H 1.64 1.74 -1.24
H 2.27 2.86 -0.04
H 0.60 2.29 0.07
H 3.67 0.10 -0.62
H 3.91 -0.31 1.08
H 4.17 1.34 0.52
H -0.30 -0.67 -1.91
H 2.61 -1.68 -1.91
H 2.03 -0.10 -2.42
H 1.61 -1.54 -3.35
H 0.60 -3.49 -1.17
H -0.24 -3.02 -2.65
H -1.03 -2.80 -1.09
C -2.81 1.30 -2.28
C -1.76 2.27 -2.47
C -1.71 3.45 -1.69
C -0.63 4.31 -1.78
C 0.44 4.02 -2.62
C 0.43 2.84 -3.36
C -0.63 1.97 -3.27
H -2.88 0.51 -3.03
H -3.78 1.66 -1.95
H -2.54 3.68 -1.03
H -0.61 5.21 -1.18
H 1.28 4.70 -2.68
H 1.27 2.60 -4.00
H -0.62 1.04 -3.84

Output
**ΔE to the lowest compared entry with this formula, charge and spin**: 1.6018 eV
**E_HOMO**: -0.1227 Eh
**Total charge**: -1
**Kohn-Sham gap**: 0.224 Ha

natural (NBO) population analysis, charges in e, atoms 1 to 6:
1 Pd 0.479
2 S -0.210
3 C -0.196
4 C -0.237
5 C -0.254
6 C -0.268

Formula: CH5N3S
Source: the Open Molecules 2025 dataset
Level of theory: ωB97M-V/def2-TZVPD

CARTESIAN COORDINATES (ANGSTROEM)
C -0.16 0.12 0.02
H 0.23 -1.85 2.50
H -1.75 -0.64 1.79
H -1.30 0.08 -0.32
H 1.50 1.02 -0.60
H 0.15 1.02 -3.42
N -0.33 -0.61 2.18
N 0.50 -0.18 1.14
N 0.46 0.94 -0.89
S 0.69 0.10 -2.40

Output
**ΔE to the lowest compared entry with this formula, charge and spin**: 5.6717 eV
**E_HOMO**: -0.3155 Eh
**Total charge**: 0
**Kohn-Sham gap**: 0.327 Ha

natural (NBO) population analysis, charges in e, atoms 1 to 6:
1 C 0.177
2 H 0.347
3 H 0.272
4 H 0.187
5 H 0.394
6 H 0.132

Repeat the third record exactly.
Formula: CH5N3S
Source: the Open Molecules 2025 dataset
Level of theory: ωB97M-V/def2-TZVPD

CARTESIAN COORDINATES (ANGSTROEM)
C -0.16 0.12 0.02
H 0.23 -1.85 2.50
H -1.75 -0.64 1.79
H -1.30 0.08 -0.32
H 1.50 1.02 -0.60
H 0.15 1.02 -3.42
N -0.33 -0.61 2.18
N 0.50 -0.18 1.14
N 0.46 0.94 -0.89
S 0.69 0.10 -2.40

Output
**ΔE to the lowest compared entry with this formula, charge and spin**: 5.6717 eV
**E_HOMO**: -0.3155 Eh
**Total charge**: 0
**Kohn-Sham gap**: 0.327 Ha

natural (NBO) population analysis, charges in e, atoms 1 to 6:
1 C 0.177
2 H 0.347
3 H 0.272
4 H 0.187
5 H 0.394
6 H 0.132

Which value of total charge does entry 1 give?
+1

The lowest ΔE to the lowest compared entry with this formula, charge and spin belongs to which entry?
C22H32PdS2Sb